{"formula": "C42H86N2O14S6", "method": "ωB97M-V with the def2-TZVPD basis set", "elements": ["S", "S", "S", "S", "S", "S", "O", "O", "O", "O", "O", "O", "O", "O", "O", "O", "O", "O", "O", "O", "N", "N", "C", "C", "C", "C", "C", "C", "C", "C", "C", "C", "C", "C", "C", "C", "C", "C", "C", "C", "C", "C", "C", "C", "C", "C", "C", "C", "C", "C", "C", "C", "C", "C", "C", "C", "C", "C", "C", "C", "C", "C", "C", "C", "H", "H", "H", "H", "H", "H", "H", "H", "H", "H", "H", "H", "H", "H", "H", "H", "H", "H", "H", "H", "H", "H", "H", "H", "H", "H", "H", "H", "H", "H", "H", "H", "H", "H", "H", "H", "H", "H", "H", "H", "H", "H", "H", "H", "H", "H", "H", "H", "H", "H", "H", "H", "H", "H", "H", "H", "H", "H", "H", "H", "H", "H", "H", "H", "H", "H", "H", "H", "H", "H", "H", "H", "H", "H", "H", "H", "H", "H", "H", "H", "H", "H", "H", "H", "H", "H"], "positions_angstrom": [[1.2583, 3.1863, 2.6922], [-2.7801, 0.0048, -4.9812], [3.3056, -4.4894, -2.1982], [-0.7089, 0.3533, -1.2559], [-4.1609, -1.3502, 3.7613], [-0.5206, -4.2581, -3.0046], [-4.2742, -1.3318, 5.1861], [-4.6039, -2.5480, 3.0907], [-0.6421, 4.6088, 0.2075], [0.6231, -3.6511, -3.6222], [2.7106, -3.6282, 5.5837], [1.0169, 1.8400, 3.0881], [2.5477, -3.5079, -1.3892], [-2.0148, -0.2356, -1.3191], [-3.3374, 1.3426, -4.9189], [2.7902, -5.8115, -2.4865], [-1.3696, -0.0590, -5.1614], [-1.7710, -3.7227, -3.4707], [-0.0440, 0.4552, 0.0534], [0.2617, 4.2477, 2.8275], [-1.2827, 5.8322, 0.3791], [2.6432, -3.4294, 4.1695], [-2.4276, 0.4669, 2.7936], [-2.7756, 5.5991, 0.3079], [-4.8164, 0.1474, 3.0542], [1.3642, -3.9254, 2.1294], [-3.7071, -0.8579, -6.3600], [-3.8069, 0.6454, 2.0492], [0.4702, -0.4478, -2.4104], [-3.0033, 7.9524, -0.7050], [1.4800, -4.2528, 3.6549], [1.2041, -2.3942, 1.9057], [1.0740, 0.6353, -3.2638], [5.2047, -3.0287, -3.2397], [0.8527, 1.9585, -2.5096], [-3.3016, -1.0681, -3.7022], [-0.6649, -6.5762, -1.7837], [-0.6313, 6.8176, -0.5254], [0.8249, 7.0521, -0.0028], [-0.6274, -5.9724, -3.1542], [3.8867, -3.6273, -3.6853], [3.7864, 3.7615, 2.0534], [3.2488, 2.6781, 1.0846], [-2.4562, -1.0058, 3.2610], [2.4562, -1.6945, 2.4144], [2.7110, -2.0126, 3.9303], [5.9090, -4.0798, -2.3960], [-3.1647, 4.8175, 1.5867], [1.7923, 3.0684, 1.0448], [4.0868, -1.5981, 4.3156], [-3.1527, 4.8546, -0.9571], [1.9511, -5.6935, 3.7575], [0.1553, -3.9314, 4.3585], [1.6625, -1.1510, 4.7633], [-0.5238, 6.2951, -2.0299], [-1.4542, 8.1127, -0.4855], [-3.7629, -2.2568, -5.7723], [-1.1934, -5.4997, -0.8021], [4.9011, -4.6641, -1.3964], [2.8010, 3.8197, 3.2812], [-0.4299, -4.2289, -1.2130], [-3.5139, 6.9689, 0.3779], [-4.2473, -2.0919, -4.3431], [-0.5892, 1.9702, -2.0019], [-4.1571, 4.4684, -0.8890], [-2.9888, -0.7434, -7.1663], [4.2263, -1.5302, 5.4042], [0.6879, -1.6003, 4.6215], [0.6273, -4.2556, -0.8866], [1.5957, 1.9869, -1.7395], [-5.2187, -1.6778, -4.3737], [2.4215, -0.5986, 2.4095], [2.9271, -5.8005, 3.3488], [-0.4347, -4.8531, 4.3778], [1.3162, -0.8712, -1.8039], [3.0743, -2.9891, -3.9234], [-3.0133, 5.4365, 2.4890], [6.3955, -4.8002, -3.0544], [-2.9804, 5.3775, -1.8497], [-0.2523, 5.2136, -1.9651], [1.0278, 2.8615, -3.0554], [2.1626, 0.4875, -3.3774], [-0.8502, -3.2724, -0.8642], [-2.4364, 4.0791, -0.9998], [-2.2046, -1.7238, 2.4866], [4.0763, -4.3776, -4.4475], [-1.1996, 8.5920, 0.5303], [3.3368, -1.9847, 1.8608], [1.3023, -6.3119, 3.1080], [5.0628, -2.0561, -2.7098], [-1.3879, -6.2493, -3.8713], [1.6122, 3.9744, 0.4416], [1.5966, -0.1257, 4.3641], [4.6588, -4.1109, -0.4258], [4.7290, 3.4813, 2.4778], [-4.5239, 6.6335, 0.1734], [-2.6672, -2.4965, -5.6787], [6.7582, -3.6722, -1.8839], [0.3419, -6.2447, -3.6082], [3.3504, 1.6610, 1.3331], [3.6730, 4.6644, 1.5001], [-2.2718, -5.5129, -0.9038], [-1.3631, -7.4782, -1.7510], [3.4904, -4.1617, 5.6217], [2.5630, 4.8514, 3.5563], [1.7722, -6.1067, 4.7010], [-3.3303, 7.5971, -1.7197], [-0.2341, 4.5377, 1.0651], [0.2268, 6.8328, -2.5948], [4.8688, -2.1658, 3.7909], [-3.5160, 7.3638, 1.3450], [1.1605, 2.2738, 0.5783], [-0.7797, 2.6826, -1.2521], [0.7491, 7.2192, 1.0888], [-4.9927, 0.7401, 3.9060], [1.0733, 7.9436, -0.5558], [-1.2516, 2.0132, -2.8501], [-4.2192, -3.0238, -3.7992], [5.6725, -2.8885, -4.1944], [-1.0080, 8.7513, -1.2378], [-3.9959, 1.7100, 1.8860], [1.4343, 6.2156, -0.2680], [0.3471, -3.7799, 5.4680], [-4.1881, 4.4123, 1.5082], [1.1617, -2.2716, 0.8139], [0.4872, -4.4794, 1.7813], [-1.7428, -1.0582, 4.0820], [0.2888, -6.9279, -1.5163], [-2.5579, 3.9018, 1.6297], [1.9527, -1.1719, 5.8355], [-3.4204, 8.9778, -0.5203], [4.1873, -0.6023, 3.8710], [-0.9074, -5.7687, 0.2243], [-2.4533, -1.6311, -3.3557], [3.6587, 2.8459, 0.0491], [-5.7304, -0.2116, 2.6134], [-0.0192, -1.2335, -2.9678], [-0.4540, -3.0979, 4.0518], [-3.8349, -0.5668, -2.8800], [-1.6458, 0.8553, 2.1330], [-3.7959, 0.1708, 1.0716], [-4.5902, -0.2486, -6.5930], [-1.4822, 6.2943, -2.5674], [-2.3521, 1.1574, 3.6678], [2.2321, -4.2791, 1.5474], [-4.2652, -3.0937, -6.3080], [0.3021, -1.8252, 2.2452], [0.5859, 0.5995, -4.2211], [5.0838, -5.7243, -1.2335], [3.2392, 3.3796, 4.1883]], "lowdin_charge": [0.671, 0.667, 0.701, 0.705, 0.653, 0.653, -0.318, -0.325, -0.092, -0.312, -0.024, -0.287, -0.366, -0.319, -0.338, -0.328, -0.306, -0.305, -0.344, -0.319, -0.079, -0.097, -0.188, -0.477, -0.238, -0.112, -0.193, -0.191, -0.202, -0.146, -0.479, -0.159, -0.204, -0.223, -0.199, -0.259, -0.211, -0.488, -0.018, -0.256, -0.212, -0.164, -0.190, -0.222, -0.121, -0.533, -0.213, -0.023, -0.288, -0.054, -0.015, -0.037, -0.024, 0.003, -0.015, -0.138, -0.235, -0.183, -0.209, -0.204, -0.209, -0.135, -0.216, -0.195, 0.095, 0.092, 0.089, 0.037, 0.076, 0.090, 0.102, 0.100, 0.077, 0.086, 0.117, 0.079, 0.096, 0.121, 0.045, 0.074, 0.110, 0.122, 0.115, 0.051, 0.094, 0.116, 0.143, 0.109, 0.092, 0.136, 0.113, 0.104, 0.062, 0.126, 0.105, 0.113, 0.116, 0.105, 0.107, 0.091, 0.103, 0.116, 0.142, 0.091, 0.099, 0.062, 0.114, 0.017, 0.074, 0.092, 0.091, 0.090, 0.057, 0.098, 0.091, 0.074, 0.107, 0.108, 0.107, 0.104, 0.098, 0.054, 0.108, 0.084, 0.085, 0.102, 0.090, 0.089, 0.070, 0.091, 0.113, 0.079, 0.109, 0.053, 0.135, 0.101, 0.071, 0.044, 0.114, 0.088, 0.112, 0.105, 0.062, 0.129, 0.118, 0.128, 0.111, 0.084, 0.100, 0.113], "e_above_lowest_kcal_mol": 0.0, "homo_energy_ha": -0.3068, "smiles": "CC1(C)CCCC(C)(C)N1O.CC1(C)CCCC(C)(C)N1O.O=S1(=O)CCCC1.O=S1(=O)CCCC1.O=S1(=O)CCCC1.O=S1(=O)CCCC1.O=S1(=O)CCCC1.O=S1(=O)CCCC1", "orbital_gap_ev": 8.49}